1.
C19H54CdN3O10 as an isolated structure at a distorted geometry. Source: the OMol25 dataset; level of theory: the ωB97M-V functional and the def2-TZVPD basis.

Summary:
HOMO in eV: -10.1
ΔE to the lowest compared entry with this formula, charge and spin in kcal per mole: 14.0
Lowest unoccupied orbital energy in eV: -3.0221

Structure (ORCA input):
```
! wB97M-V def2-TZVPD RIJCOSX def2/J DEFGRID3
* xyz 1 1
Cd 2.3933 -16.4326 20.2596
C 2.4085 -16.0409 23.6669
O 2.3090 -15.7277 22.2951
H 2.1795 -17.1045 23.7322
H 3.3919 -15.9283 24.1233
H 1.6124 -15.5239 24.2027
C 5.7786 -18.4739 24.6636
O 5.8210 -19.6602 25.4619
C 5.2819 -20.8432 24.8833
C 5.9330 -22.1249 25.5325
N 5.5500 -22.3174 26.9396
C 6.0896 -23.4837 27.5800
C 5.4909 -23.5981 29.0019
O 5.8333 -24.8648 29.6339
C 5.1214 -25.1847 30.8283
H 6.7480 -18.4366 24.1668
H 5.7842 -17.5628 25.2620
H 4.9918 -18.4333 23.9103
H 5.5996 -20.9532 23.8464
H 4.1931 -20.8051 24.8510
H 7.0222 -22.1572 25.5067
H 5.6370 -23.0965 25.1366
H 5.9509 -21.4878 27.3535
H 7.1388 -23.1885 27.5939
H 6.0501 -24.4168 27.0180
H 4.4169 -23.4119 28.9983
H 5.9180 -22.7633 29.5576
H 4.0499 -25.0352 30.6961
H 5.3767 -24.5224 31.6555
H 5.4269 -26.1785 31.1557
C 0.2057 -18.4211 21.2960
O 0.9683 -17.8620 20.2174
C 0.3979 -18.1413 18.8871
C 1.5863 -17.8856 17.9127
N 2.1197 -16.5413 18.0729
C 3.5142 -16.4490 17.7133
C 4.0258 -15.0904 18.2106
O 3.9064 -15.1293 19.5916
C 4.7406 -14.2272 20.3030
H 0.1274 -19.5062 21.2276
H -0.8117 -18.0615 21.4500
H 0.6869 -18.0840 22.2141
H -0.4354 -17.5117 18.5754
H 0.0978 -19.1853 18.7973
H 1.2709 -17.9838 16.8739
H 2.3044 -18.6986 18.0195
H 1.6007 -16.0160 17.3838
H 3.7182 -16.4582 16.6426
H 4.1122 -17.2754 18.0976
H 3.4867 -14.2915 17.7013
H 5.0709 -15.1255 17.9028
H 4.5085 -13.2680 19.8404
H 5.7814 -14.5511 20.3109
H 4.4977 -14.0781 21.3551
C 1.8883 -22.0366 27.4262
O 1.3724 -20.6780 27.2941
C 2.2625 -19.6194 27.5491
C 1.5820 -18.3010 27.1378
N 0.6697 -17.9482 28.2088
C -0.0606 -16.7262 27.8531
C -0.7946 -16.1709 29.0759
O -1.4818 -14.9352 28.7210
C -2.3792 -14.4147 29.7468
H 1.1154 -22.8033 27.3731
H 2.3900 -22.2776 28.3633
H 2.5823 -22.2608 26.6161
H 3.0954 -19.7439 26.8571
H 2.5929 -19.5598 28.5862
H 1.1568 -18.4002 26.1390
H 2.3084 -17.4886 27.1560
H 0.0352 -18.7332 28.2452
H -0.7352 -17.0635 27.0661
H 0.6094 -15.9794 27.4271
H -0.0814 -15.8539 29.8369
H -1.4335 -16.9208 29.5424
H -3.0246 -13.6234 29.3653
H -1.8099 -14.0211 30.5889
H -3.0455 -15.2166 30.0648
O 1.1295 -13.0162 22.1200
H 1.6400 -13.8035 22.3089
H 1.5018 -12.3456 22.6927
O 5.8890 -16.6055 22.0551
H 5.0873 -16.2372 22.4264
H 5.5837 -17.2432 21.4099
O 0.8964 -14.9772 19.8772
H 0.8982 -14.2331 20.4792
H 0.0993 -14.8650 19.3593
*
```

How is the electron density shared among the atoms? According to Löwdin, the charges in e are: 1.4364, -0.2570, -0.4913, 0.0421, 0.0611, 0.0749, -0.1050, -0.2006, -0.1971, -0.1773, -0.1073, -0.2081, -0.1781, -0.1968, -0.1093, 0.0832, 0.0880, 0.0649, 0.1061, 0.1075, 0.1134, 0.1131, 0.1069, 0.1154, 0.1248, 0.0972, 0.1181, 0.0803, 0.0781, 0.0885, -0.0508, -0.3488, -0.1269, -0.1875, -0.1557, -0.2044, -0.2063, -0.3261, -0.0576, 0.1029, 0.1058, 0.0789, 0.1290, 0.1334, 0.1338, 0.1299, 0.1404, 0.1357, 0.1308, 0.1434, 0.1412, 0.1081, 0.0996, 0.0914, -0.0744, -0.1966, -0.2232, -0.2269, -0.0744, -0.2038, -0.1969, -0.2179, -0.0888, 0.0809, 0.0692, 0.0656, 0.1008, 0.1287, 0.1104, 0.1170, 0.1078, 0.1165, 0.1164, 0.1187, 0.1169, 0.0804, 0.0809, 0.0780, -0.0491, -0.0225, 0.0515, -0.0342, 0.0045, 0.0333, -0.0914, 0.0280, 0.0827

2.
C54H42AlBrNO4P2S2 as an isolated structure. Source: the OMol25 dataset; level of theory: the ωB97M-V functional and the def2-TZVPD basis.

Summary:
HOMO in eV: -9.8
ΔE to the lowest compared entry with this formula, charge and spin in kcal per mole: 2.1
Lowest unoccupied orbital energy in eV: -3.4872

Structure (ORCA input):
```
! wB97M-V def2-TZVPD RIJCOSX def2/J DEFGRID3
* xyz 1 1
Al -0.0315 -0.2616 0.9608
O 0.4925 1.4374 1.0019
S 0.5223 2.8446 0.3845
C 0.3167 2.6910 -1.3812
C 1.3429 3.1688 -2.1694
C 1.2327 3.3464 -3.5592
C 0.0185 3.1103 -4.1353
C -0.4396 3.2659 -5.5612
C -1.9623 2.9860 -5.5210
C -2.2398 2.5880 -4.0948
C -3.4019 2.2309 -3.4734
C -3.3344 1.8577 -2.1202
C -2.1730 1.8586 -1.3645
P -2.2630 1.0447 0.2726
C -2.6709 2.3747 1.4403
C -2.9419 3.6657 0.9866
C -3.2184 4.6819 1.8901
C -3.2295 4.4184 3.2513
C -2.9637 3.1353 3.7106
C -2.6789 2.1186 2.8132
C -3.7241 -0.0426 0.1764
C -4.7076 -0.0426 1.1578
C -5.7324 -0.9815 1.1212
C -5.7826 -1.9268 0.1109
C -4.8073 -1.9313 -0.8799
C -3.7864 -0.9969 -0.8465
C -0.9704 2.3726 -1.9583
C -1.0557 2.6649 -3.3341
C 2.2022 3.2601 0.5959
C 2.3229 4.5882 0.9498
C 3.5596 5.2384 1.0585
C 4.6677 4.5030 0.7578
C 6.1124 4.9231 0.7244
C 6.8809 3.6701 0.2478
C 5.8200 2.6167 0.0815
C 5.9125 1.3242 -0.3401
C 4.7434 0.5546 -0.3256
C 3.4789 0.9973 0.0444
P 2.3929 -0.5293 0.1773
C 2.4438 -1.1366 -1.5408
C 2.7765 -2.4337 -1.9094
C 2.7896 -2.7997 -3.2517
C 2.4194 -1.8938 -4.2291
C 2.0510 -0.6002 -3.8663
C 2.0796 -0.2213 -2.5362
C 3.3475 -1.6004 1.2880
C 4.3205 -2.5214 0.8978
C 4.8902 -3.3691 1.8347
C 4.5339 -3.2701 3.1718
C 3.6054 -2.3200 3.5768
C 3.0044 -1.4978 2.6375
C 3.3392 2.3974 0.3573
C 4.5504 3.1339 0.4063
H 2.2806 3.4376 -1.7038
H 2.0841 3.7014 -4.1244
H 0.0851 2.5563 -6.2029
H -0.2117 4.2611 -5.9428
H -2.2579 2.2005 -6.2162
H -2.5380 3.8740 -5.7853
H -4.3499 2.2003 -3.9942
H -4.2495 1.5190 -1.6528
H -2.9447 3.8830 -0.0738
H -3.4312 5.6789 1.5270
H -3.4467 5.2108 3.9556
H -2.9736 2.9244 4.7718
H -2.4618 1.1265 3.1848
H -4.6855 0.6897 1.9541
H -6.4931 -0.9692 1.8905
H -6.5800 -2.6572 0.0889
H -4.8460 -2.6600 -1.6790
H -3.0586 -0.9842 -1.6529
H 1.4148 5.1525 1.1317
H 3.6097 6.2800 1.3445
H 6.4347 5.2507 1.7136
H 6.2498 5.7715 0.0531
H 7.6327 3.3502 0.9698
H 7.4034 3.8455 -0.6933
H 6.8494 0.8754 -0.6425
H 4.8580 -0.4860 -0.6039
H 3.0282 -3.2008 -1.1932
H 3.0871 -3.8129 -3.4943
H 2.4228 -2.1854 -5.2716
H 1.7706 0.1223 -4.6237
H 1.8543 0.8021 -2.2736
H 4.6264 -2.6318 -0.1307
H 5.5829 -4.1303 1.5020
H 4.9745 -3.9404 3.8980
H 3.3298 -2.2347 4.6198
H 2.2507 -0.7884 2.9622
N -0.6591 -1.6413 -0.3276
C -0.0235 -2.9787 -0.3202
C 0.7016 -3.3907 0.7812
C 1.5055 -4.5159 0.6733
C 1.5825 -5.1976 -0.5280
C 0.7109 -4.8803 -1.5655
C -0.0885 -3.7539 -1.4688
S 3.0332 -6.2116 -0.8430
O 2.6416 -7.1246 -1.8904
O 3.3818 -6.7829 0.4382
O 3.9450 -5.1461 -1.2831
H -1.6742 -1.7401 -0.2589
H -0.4806 -1.2503 -1.2577
H 0.6853 -2.8439 1.7117
H 2.1434 -4.8235 1.4926
H 0.7424 -5.4723 -2.4718
H -0.6936 -3.4351 -2.3122
Br -0.6405 -0.9031 3.0414
*
```

Löwdin population analysis, charges in e, atoms 1 to 99: -0.3512, -0.5433, 1.1581, -0.2891, -0.0635, 0.0106, -0.1339, -0.0832, -0.0837, -0.1355, 0.0152, -0.0622, -0.2850, 1.1012, -0.3635, -0.0843, -0.0644, -0.0613, -0.0557, -0.1126, -0.3583, -0.0595, -0.0512, -0.0566, -0.0555, -0.1359, -0.1210, -0.0755, -0.3497, -0.0681, 0.0030, -0.1324, -0.0871, -0.0865, -0.1398, 0.0219, -0.0594, -0.1961, 1.1531, -0.3380, -0.0811, -0.0337, -0.0549, -0.0710, -0.1000, -0.3526, -0.0801, -0.0384, -0.0501, -0.0595, -0.1254, -0.0982, -0.0695, 0.1123, 0.1296, 0.1270, 0.1278, 0.1272, 0.1288, 0.1270, 0.1136, 0.1026, 0.1107, 0.1122, 0.1146, 0.0413, 0.1021, 0.1149, 0.1143, 0.1150, 0.1076, 0.1139, 0.1263, 0.1301, 0.1278, 0.1286, 0.1277, 0.1301, 0.0986, 0.0620, 0.1228, 0.1109, 0.0985, 0.0698, 0.0994, 0.1247, 0.1147, 0.1116, 0.0556, 0.0541, -0.2808, -0.0630, -0.0298, -0.2414, -0.0382, -0.0272, 0.4211, -0.3281, -0.3325

3.
C41H77Br15Hg2N4O4 as an isolated structure at a distorted geometry. Source: the OMol25 dataset; level of theory: the ωB97M-V functional and the def2-TZVPD basis.

Summary:
HOMO in eV: -7.0
ΔE to the lowest compared entry with this formula, charge and spin in kcal per mole: 76.2
Lowest unoccupied orbital energy in eV: -1.2663

Structure (ORCA input):
```
! wB97M-V def2-TZVPD RIJCOSX def2/J DEFGRID3
* xyz 0 1
Hg -1.4912 -1.3547 0.7395
Hg 0.3562 -0.4366 -2.8361
C 4.6805 0.3030 -4.7364
C 3.6592 0.3806 -3.5954
C 4.2188 1.3495 -2.5165
C 4.2086 2.8546 -2.9070
C 2.7224 3.2677 -3.2372
C 2.0340 2.2984 -4.2970
N 2.3053 0.8661 -3.9588
O 1.4939 -0.0398 -4.8065
C 2.6180 2.8506 -5.5937
C 0.5234 2.6613 -4.1608
C 3.5798 -1.0245 -2.9678
H 5.6616 -0.0631 -4.4340
H 4.8828 1.2867 -5.1600
H 4.2798 -0.1862 -5.6243
H 5.2374 1.1087 -2.2123
H 3.6604 1.3749 -1.5807
H 5.0006 2.9569 -3.6489
H 4.4137 3.5231 -2.0709
H 2.6772 4.3367 -3.4451
H 2.0587 3.2270 -2.3735
H 2.3097 2.3713 -6.5228
H 3.7060 2.8973 -5.6413
H 2.2106 3.8498 -5.7483
H -0.0176 2.1240 -4.9398
H 0.2534 3.7057 -4.3169
H 0.0138 2.2634 -3.2833
H 4.5737 -1.2688 -2.5930
H 3.2566 -1.8152 -3.6450
H 2.9293 -0.9882 -2.0939
C -2.5947 0.0771 -4.4384
C -2.5781 -1.4321 -4.0353
C -2.0454 -2.0738 -5.3321
C -1.4490 -3.4922 -5.2889
C -0.5231 -3.6047 -4.0418
C -1.1686 -3.1644 -2.7605
N -1.6171 -1.7907 -2.9167
O -1.8186 -1.0185 -1.7065
C 0.0518 -3.3211 -1.7736
C -2.2688 -4.1505 -2.2541
C -4.0609 -1.9410 -3.7605
H -1.5640 0.4080 -4.5657
H -2.9994 0.7750 -3.7055
H -3.2446 0.2712 -5.2916
H -1.3633 -1.4475 -5.9070
H -2.9388 -2.2845 -5.9200
H -0.8863 -3.7586 -6.1835
H -2.2178 -4.2610 -5.2116
H 0.3170 -2.9620 -4.3050
H -0.1673 -4.6219 -3.8778
H -0.2540 -3.2702 -0.7286
H 0.7852 -2.5797 -2.0906
H 0.4741 -4.3217 -1.8665
H -3.0008 -4.5865 -2.9340
H -2.8601 -3.5998 -1.5225
H -1.8872 -5.0080 -1.7000
H -4.2959 -1.3774 -2.8576
H -4.1611 -3.0219 -3.8590
H -4.8256 -1.5408 -4.4262
C 3.3217 -0.4759 1.3215
C 1.9000 -0.6000 1.9370
C 1.9289 -0.2476 3.4167
C 1.7109 1.2968 3.6933
C 0.5606 1.8929 2.9409
C 0.5782 1.5527 1.3630
N 0.7783 0.0859 1.1543
O 0.6465 -0.2880 -0.2607
C 1.6699 2.4144 0.7297
C -0.7921 2.1047 0.8050
C 1.5751 -2.1257 1.9843
H 3.3304 -0.5511 0.2341
H 3.9877 -1.2370 1.7281
H 3.7240 0.5004 1.5919
H 2.9821 -0.3447 3.6800
H 1.2468 -0.7244 4.1207
H 2.5967 1.8779 3.4369
H 1.6480 1.3169 4.7813
H 0.5213 2.9526 3.1928
H -0.3353 1.4589 3.3850
H 1.4132 3.4697 0.6376
H 1.9113 2.2085 -0.3131
H 2.5898 2.3057 1.3042
H -0.8460 3.1896 0.8952
H -1.5702 1.5461 1.3254
H -1.0412 1.8554 -0.2265
H 1.7986 -2.5703 1.0145
H 0.5161 -2.2539 2.2086
H 2.2210 -2.7011 2.6475
C -6.2270 -2.1062 1.7772
C -5.0023 -1.1457 1.5847
C -5.3036 0.2390 2.2173
C -5.1829 0.3028 3.7505
C -3.8365 -0.2063 4.1991
C -3.4754 -1.5837 3.6359
N -3.7412 -1.6645 2.1289
O -3.2120 -2.8205 1.4654
C -4.3175 -2.5785 4.5084
C -1.9718 -1.7025 3.9134
C -4.8155 -0.8273 0.1343
H -6.5470 -2.1574 2.8179
H -6.0378 -3.0873 1.3416
H -6.8948 -1.6294 1.0598
H -6.3499 0.4411 1.9886
H -4.7089 1.0558 1.8083
H -6.0027 -0.1102 4.3382
H -5.2720 1.3702 3.9525
H -4.0410 -0.2618 5.2683
H -3.0785 0.5232 3.9135
H -5.3920 -2.3989 4.5444
H -3.9191 -2.5145 5.5210
H -4.1598 -3.5577 4.0563
H -1.6246 -2.7282 3.7886
H -1.7365 -1.5279 4.9633
H -1.4083 -0.9980 3.3016
H -3.8638 -0.3136 -0.0019
H -5.5957 -0.1495 -0.2120
H -4.7784 -1.7006 -0.5169
C -1.2674 4.4176 5.1249
Br -1.6545 4.8538 7.0615
Br -1.5146 5.8522 3.8586
Br -2.5091 3.0103 4.6573
H -0.2142 4.1474 5.0476
C 4.1042 0.5748 7.0792
Br 4.6504 -1.2599 7.1182
Br 5.5492 1.6931 7.8385
Br 2.5308 0.7146 8.2218
H 3.9042 0.8657 6.0480
C 6.0345 -4.4977 4.3426
Br 4.7579 -3.1205 3.8235
Br 5.1093 -6.2746 4.0157
Br 6.6104 -4.2881 6.2269
H 6.9224 -4.4133 3.7161
C -3.9105 3.9435 -0.5843
Br -5.0141 2.4475 -1.3606
Br -2.2146 4.2366 -1.6697
Br -3.5553 3.6203 1.3142
H -4.5892 4.7944 -0.6413
C 6.3630 4.6016 0.2987
Br 5.3389 6.2630 0.0695
Br 5.1660 3.0430 0.6270
Br 7.6133 4.7720 1.8955
H 6.8594 4.3503 -0.6386
*
```

Löwdin population analysis, charges in e, atoms 1 to 99: 1.2602, 1.2843, -0.0326, -0.5065, -0.1568, -0.1678, -0.1230, -0.4696, -0.1905, -0.3142, -0.0475, -0.0645, -0.0531, 0.0876, 0.0537, 0.0893, 0.1108, 0.0755, 0.0995, 0.0463, 0.1141, 0.0908, 0.0829, 0.0666, 0.0812, 0.0628, 0.0857, 0.0393, 0.0875, 0.0804, 0.0382, -0.0388, -0.4393, -0.1463, -0.1518, -0.1633, -0.5244, -0.2131, -0.3769, -0.0432, -0.0120, -0.0084, 0.0391, 0.0612, 0.0950, 0.1181, 0.1138, 0.1108, 0.0987, 0.1052, 0.1221, 0.0481, 0.0344, 0.0932, 0.0683, 0.0723, 0.0833, 0.0659, 0.0705, 0.0773, -0.0196, -0.4671, -0.1201, -0.1829, -0.1424, -0.4397, -0.1543, -0.3841, -0.0625, -0.1266, -0.0560, 0.0676, 0.0390, 0.0428, 0.0950, 0.1212, 0.1002, 0.0951, 0.1018, 0.0701, 0.0914, 0.0577, -0.0001, 0.0269, 0.0265, 0.0429, 0.0760, 0.0411, 0.0306, -0.0027, -0.5275, -0.1334, -0.1882, -0.1979, -0.4690, -0.2239, -0.2747, -0.0203, -0.0679

4.
One molecule with the formula C4H3Cl3 at a distorted geometry. Source: the OMol25 dataset; level of theory: the ωB97M-V functional and the def2-TZVPD basis.

Summary:
HOMO (spin up / spin down) in eV: -8.3 / -8.5
ΔE to the lowest compared entry with this formula, charge and spin in kcal per mole: 85.2
Lowest unoccupied orbital energy (spin up / spin down) in eV: -0.3723 / -0.1519

Structure (ORCA input):
```
! wB97M-V def2-TZVPD RIJCOSX def2/J DEFGRID3
* xyz 0 1
C -0.9622 -0.4974 -0.2237
C -0.3569 -1.5977 -0.2242
C -0.3516 0.7702 0.2474
C 1.2054 0.5356 0.1541
Cl -0.1638 -3.1998 -0.6256
Cl 1.9060 0.7373 -1.4205
Cl 2.3091 1.0883 1.3737
H -2.0749 -0.4646 -0.4795
H -0.8243 1.7486 -0.1066
H -0.6867 0.8796 1.3050
*
```

How is the electron density shared among the atoms? According to Löwdin, the charges in e are: -0.2816, -0.5741, -0.2843, -1.0943, 0.6915, 0.5860, 0.5802, 0.1350, 0.1316, 0.1100

5.
One molecule with the formula C5H8N2. Source: the OMol25 dataset; level of theory: the ωB97M-V functional and the def2-TZVPD basis.

Summary:
HOMO in eV: -8.8
ΔE to the lowest compared entry with this formula, charge and spin in kcal per mole: 12.7
SMILES: Cc1cnn(C)c1
Lowest unoccupied orbital energy in eV: 1.0004

Structure (ORCA input):
```
! wB97M-V def2-TZVPD RIJCOSX def2/J DEFGRID3
* xyz 0 1
C -1.2586 -1.6680 -1.3516
C -0.6042 -0.7671 -0.3496
C -0.5351 -0.9167 1.0534
N 0.1630 0.0534 1.6284
N 0.5424 0.8446 0.6183
C 1.4565 1.9353 0.8685
C 0.1104 0.3879 -0.5822
H -0.6691 -2.5786 -1.5126
H -1.3665 -1.1695 -2.3197
H -2.2564 -1.9775 -1.0249
H -0.9732 -1.6969 1.6647
H 2.4931 1.5831 0.8501
H 1.2371 2.3503 1.8530
H 1.3239 2.7060 0.1053
H 0.3367 0.9137 -1.5012
*
```

How is the electron density shared among the atoms? According to Löwdin, the charges in e are: -0.0652, -0.2784, -0.1261, 0.0641, -0.2325, -0.0287, -0.0466, 0.0758, 0.0727, 0.0744, 0.1060, 0.0871, 0.0860, 0.0857, 0.1258

6.
A 2-piece molecular cluster, C5H11NO3 overall at a distorted geometry. Source: the OMol25 dataset; level of theory: the ωB97M-V functional and the def2-TZVPD basis.

Summary:
HOMO in eV: -9.4
ΔE to the lowest compared entry with this formula, charge and spin in kcal per mole: 88.9
SMILES: CNC(C)=O.CC(=O)O
Lowest unoccupied orbital energy in eV: 0.3534

Structure (ORCA input):
```
! wB97M-V def2-TZVPD RIJCOSX def2/J DEFGRID3
* xyz 0 1
C 1.0019 2.0514 -0.3547
N 1.4041 0.8638 0.4132
C 1.5816 -0.3309 -0.2614
C 2.4482 -1.2916 0.5288
O 0.9128 -0.6280 -1.2699
H 0.1325 1.7359 -1.0336
H 0.6444 2.8599 0.5223
H 1.7536 2.6368 -1.0830
H 1.6538 0.8654 1.5450
H 3.1991 -1.0458 1.3317
H 2.9728 -1.9142 -0.4522
H 1.8297 -2.0876 0.7457
C -2.6023 -0.9394 -0.8920
C -2.2183 0.0220 0.0613
O -2.3193 1.2535 0.0983
O -1.8844 -0.6593 1.1764
H -2.8655 -0.2750 -1.6307
H -1.9587 -1.7282 -1.2210
H -3.5315 -1.3877 -0.3775
H -2.1545 -0.0012 2.1532
*
```

How is the electron density shared among the atoms? According to Löwdin, the charges in e are: -0.1345, -0.0626, -0.5649, -0.0269, 0.0095, 0.0742, 0.1281, 0.1038, 0.2133, 0.0885, 0.1628, 0.0283, 0.0023, -0.6476, 0.0529, -0.0198, 0.0695, 0.0976, 0.1467, 0.2788